1.
DFT (ωB97M-V with the def2-TZVPD basis set) results for an isolated ion of composition C4H14N2O and charge +2 at a distorted geometry.

Positions of all 21 atoms, in Å:
C  -1.567  -0.902  0.841
O  -2.815  -0.421  0.388
C  -0.497  -0.025  0.034
C  0.922  -0.436  0.453
C  2.064  0.227  -0.341
N  2.385  1.594  0.255
N  -0.796  -0.353  -1.406
H  -1.539  -1.950  0.556
H  -1.291  -0.769  1.884
H  -3.174  0.205  1.027
H  -0.640  1.050  0.207
H  1.176  -0.455  1.508
H  1.053  -1.478  0.125
H  2.996  -0.225  -0.679
H  1.647  0.577  -1.283
H  2.806  2.133  -0.506
H  1.513  2.030  0.575
H  2.979  1.673  1.087
H  -0.706  0.530  -1.907
H  -1.758  -0.733  -1.465
H  -0.246  -1.085  -1.868

The value obtained for the energy above the lowest of the compared OMol25 structures with the same formula, charge and spin is 133.1 kJ/mol. For the HOMO energy, the calculation gives -0.6775 Eh. The energy is -9385.1855 eV. The frontier orbital gap comes out at 11.063 eV. Its charge is +2.

Atomic partial charges in e from the Löwdin method, atoms 1 to 5: C -0.16; O -0.03; C -0.24; C -0.12; C -0.10



2.
DFT (ωB97M-V with the def2-TZVPD basis set) results for a 2-piece molecular cluster, C4H14N2O overall at a distorted geometry.

Positions of all 21 atoms, in Å:
C  0.789  0.312  0.997
C  0.111  -1.014  0.564
C  -1.096  -0.695  -0.266
C  -2.354  -0.553  0.097
N  -0.877  -0.871  -1.745
N  1.650  0.137  2.225
H  1.430  0.762  0.231
H  0.074  1.120  1.115
H  0.828  -1.652  0.044
H  -0.194  -1.487  1.495
H  -3.106  -0.428  -0.658
H  -2.670  -0.513  1.132
H  -0.614  -1.842  -1.929
H  -0.073  -0.309  -2.082
H  -1.668  -0.524  -2.286
H  2.502  0.706  2.226
H  1.109  0.284  3.080
H  2.000  -0.827  2.266
H  0.031  2.820  -2.231
H  1.483  2.449  -2.316
O  0.644  2.124  -1.958

The value obtained for the energy above the lowest of the compared OMol25 structures with the same formula, charge and spin is 66.6 kJ/mol. For the HOMO energy, the calculation gives -0.6832 Eh. The energy is -9385.8753 eV. The frontier orbital gap comes out at 11.871 eV. Its charge is +2.

Atomic partial charges in e from the Löwdin method, atoms 1 to 5: C -0.13; C -0.10; C -0.29; C 0.16; N 0.25



3.
DFT (ωB97M-V with the def2-TZVPD basis set) results for a 3-piece molecular cluster, C4H14N2O2 overall at a distorted geometry.

Positions of all 22 atoms, in Å:
C  -0.902  1.326  -0.688
C  -1.289  0.465  0.523
C  -0.242  -0.524  1.039
N  -1.354  -2.010  -1.403
C  -0.266  -2.420  -0.548
N  0.436  -1.244  -0.017
H  0.088  1.750  -0.559
H  -0.980  0.681  -1.543
H  -1.660  2.109  -0.777
H  -1.537  1.202  1.292
H  -2.249  0.022  0.252
H  -0.647  -1.207  1.782
H  0.469  0.085  1.585
H  -1.161  -2.389  -2.353
H  -1.222  -2.516  0.068
H  0.484  -3.100  -0.922
H  1.899  1.784  0.707
H  2.359  2.601  1.968
O  1.611  2.132  1.610
H  0.977  -0.597  -0.605
H  3.058  0.995  -0.809
O  2.130  0.853  -0.602

The value obtained for the energy above the lowest of the compared OMol25 structures with the same formula, charge and spin is 774.7 kJ/mol. For the HOMO energy, the calculation gives -0.3081 Eh. The energy is -11442.6613 eV. The frontier orbital gap comes out at 4.432 eV.

Atomic partial charges in e from the Löwdin method, atoms 1 to 5: C -0.11; C -0.24; C -0.20; N 0.21; C -0.27



4.
DFT (ωB97M-V with the def2-TZVPD basis set) results for a 3-piece molecular cluster, C4H14N2O2 overall at a distorted geometry.

Positions of all 22 atoms, in Å:
C  1.269  -1.251  -0.815
C  0.724  -1.182  0.672
C  -0.431  -0.416  0.969
C  -1.408  -0.767  1.793
N  -0.573  0.900  0.348
N  0.205  -1.346  -1.841
H  1.849  -0.355  -0.986
H  2.108  -1.934  -0.916
H  1.563  -0.845  1.315
H  0.637  -2.228  1.177
H  -2.300  -0.070  2.024
H  -1.455  -1.868  2.044
H  -0.087  0.939  -0.559
H  -1.518  1.203  0.268
H  0.487  -2.012  -2.582
H  -0.628  -1.764  -1.508
H  0.534  2.186  1.683
H  0.911  2.931  2.833
O  1.221  2.301  2.357
H  -1.410  2.565  -2.735
H  -1.073  1.046  -2.792
O  -0.624  1.967  -2.746

The value obtained for the energy above the lowest of the compared OMol25 structures with the same formula, charge and spin is 203.3 kJ/mol. For the HOMO energy, the calculation gives -0.3081 Eh. The energy is -11448.5835 eV. The frontier orbital gap comes out at 9.057 eV.

Atomic partial charges in e from the Löwdin method, atoms 1 to 5: C -0.24; C -0.17; C -0.47; C 0.01; N 0.07



5.
DFT (ωB97M-V with the def2-TZVPD basis set) results for a 2-piece molecular cluster, C4H14N2O2 overall at a distorted geometry.

Positions of all 22 atoms, in Å:
C  -0.312  -0.880  0.272
C  0.047  -1.722  -1.016
C  0.883  -1.149  -2.083
O  0.285  -0.066  -2.766
N  0.793  -0.019  0.780
C  0.867  1.389  0.505
N  -0.436  1.953  0.814
H  -0.664  -1.577  0.965
H  -1.191  -0.244  -0.132
H  0.673  -2.713  -0.879
H  -0.948  -2.067  -1.420
H  1.974  -1.102  -1.735
H  0.857  -1.779  -3.090
H  0.228  0.710  -2.115
H  1.662  -0.554  0.914
H  1.148  1.572  -0.643
H  1.674  1.939  1.084
H  -0.929  2.732  0.313
H  -0.697  1.903  1.810
H  -1.521  0.190  2.270
H  -2.609  0.899  3.004
O  -1.783  0.586  3.149

The value obtained for the energy above the lowest of the compared OMol25 structures with the same formula, charge and spin is 266.7 kJ/mol. For the HOMO energy, the calculation gives -0.3159 Eh. The energy is -11447.9256 eV. The frontier orbital gap comes out at 9.372 eV.

Atomic partial charges in e from the Löwdin method, atoms 1 to 5: C -0.21; C -0.22; C -0.35; O -0.11; N -0.08



6.
DFT (ωB97M-V with the def2-TZVPD basis set) results for C4H14N2O2 as an isolated structure at a distorted geometry.

Positions of all 22 atoms, in Å:
C  -1.126  0.538  -2.059
C  0.175  1.288  -1.667
C  1.093  0.287  -0.928
N  0.294  -0.190  0.275
C  1.272  -0.813  1.130
N  1.288  -0.549  2.432
H  -1.766  0.534  -1.178
H  -0.966  -0.488  -2.380
H  -1.648  1.119  -2.818
H  0.564  1.638  -2.623
H  0.069  2.103  -0.954
H  2.011  0.710  -0.531
H  1.283  -0.554  -1.594
H  0.009  0.532  0.960
H  2.031  -1.425  0.638
H  0.485  -1.312  2.046
H  0.400  0.408  2.711
H  -0.355  1.684  3.543
O  -0.548  1.015  2.879
H  -2.181  -2.305  0.440
H  -0.937  -1.700  -0.186
O  -1.446  -2.521  -0.138

The value obtained for the energy above the lowest of the compared OMol25 structures with the same formula, charge and spin is 419.0 kJ/mol. For the HOMO energy, the calculation gives -0.3436 Eh. The energy is -11446.3473 eV. The frontier orbital gap comes out at 9.588 eV.

Atomic partial charges in e from the Löwdin method, atoms 1 to 5: C -0.10; C -0.22; C -0.19; N -0.03; C -0.26



7.
DFT (ωB97M-V with the def2-TZVPD basis set) results for a 3-piece molecular cluster, C4H14N2O2 overall at a distorted geometry.

Positions of all 22 atoms, in Å:
C  1.007  0.690  1.178
C  0.619  1.301  -0.146
C  -0.683  0.815  -0.725
C  -1.245  -0.394  -0.726
N  -2.320  -0.725  -1.539
N  1.729  -0.560  0.987
H  0.183  0.625  1.893
H  1.617  1.364  1.791
H  0.518  2.387  -0.154
H  1.486  1.133  -0.784
H  -1.228  1.564  -1.276
H  -0.849  -1.268  -0.218
H  -2.990  -1.413  -1.245
H  -2.668  0.001  -2.141
H  2.063  -0.937  1.863
H  1.183  -1.254  0.493
H  -1.836  -0.364  2.737
H  -0.503  -0.840  2.249
O  -1.183  -1.053  2.901
H  2.242  -0.405  -1.819
H  0.952  -0.361  -2.600
O  1.907  -0.305  -2.719

The value obtained for the energy above the lowest of the compared OMol25 structures with the same formula, charge and spin is 132.7 kJ/mol. For the HOMO energy, the calculation gives -0.3103 Eh. The energy is -11449.3146 eV. The frontier orbital gap comes out at 9.215 eV.

Atomic partial charges in e from the Löwdin method, atoms 1 to 5: C -0.31; C -0.20; C -0.12; C -0.23; N 0.04



8.
DFT (ωB97M-V with the def2-TZVPD basis set) results for a 3-piece molecular cluster, C4H14N2O2 overall at a distorted geometry.

Positions of all 22 atoms, in Å:
C  -0.699  2.837  0.198
C  0.339  1.863  -0.575
C  1.402  1.121  0.430
C  1.595  -1.381  0.276
N  0.958  -0.242  0.508
N  -1.197  2.298  1.406
H  -1.393  3.205  -0.516
H  0.008  3.701  0.411
H  -0.211  1.021  -1.106
H  0.720  2.430  -1.400
H  1.314  1.633  1.465
H  2.375  1.254  -0.102
H  1.152  -2.179  0.768
H  2.532  -1.578  -0.285
H  -1.274  1.371  1.282
H  -2.013  2.834  1.746
H  -0.384  -5.281  -3.000
H  0.392  -6.439  -3.885
O  0.385  -5.542  -3.730
H  -1.265  -1.040  1.735
H  -2.479  -0.943  2.690
O  -2.256  -0.945  1.684

The spin multiplicity is 2. The value obtained for the energy above the lowest of the compared OMol25 structures with the same formula, charge and spin is 477.3 kJ/mol. For the HOMO energy (alpha / beta), the calculation gives -0.4839 / -0.4839 Eh. The energy is -11438.4454 eV. The frontier orbital gap (alpha / beta) comes out at 10.015 / 4.389 eV. Its charge is +1.

Atomic partial charges in e from the Löwdin method, atoms 1 to 5: C -0.16; C -0.11; C -0.21; C 0.05; N -0.08



9.
DFT (ωB97M-V with the def2-TZVPD basis set) results for a 3-piece molecular cluster, C4H14N2O3 overall at a distorted geometry.

Positions of all 23 atoms, in Å:
C  -1.027  1.738  0.429
C  -0.653  1.661  -1.039
C  0.371  0.534  -1.486
C  1.014  -0.240  -0.373
N  0.559  -1.506  -0.131
O  1.760  0.295  0.432
N  -1.814  0.605  0.901
H  -0.128  1.906  1.030
H  -1.632  2.641  0.553
H  -0.134  2.590  -1.249
H  -1.539  1.487  -1.646
H  1.154  1.064  -1.992
H  -0.064  -0.129  -2.223
H  0.880  -1.975  0.702
H  0.189  -2.107  -0.845
H  -1.808  0.542  1.911
H  -1.352  -0.254  0.621
H  3.922  -1.619  1.405
H  3.207  -0.255  1.727
O  3.670  -1.014  2.101
H  -2.667  -1.836  -1.112
H  -3.590  -0.803  -0.427
O  -3.530  -1.418  -1.168

The value obtained for the energy above the lowest of the compared OMol25 structures with the same formula, charge and spin is 55.4 kJ/mol. For the HOMO energy, the calculation gives -0.3546 Eh. The energy is -13498.1934 eV. The frontier orbital gap comes out at 10.032 eV.

Atomic partial charges in e from the Löwdin method, atoms 1 to 5: C -0.30; C -0.15; C -0.09; C -0.53; N 0.16



10.
DFT (ωB97M-V with the def2-TZVPD basis set) results for a 2-piece molecular cluster, C4H14N3 overall at a distorted geometry.

Positions of all 21 atoms, in Å:
N  1.607  -0.226  -0.220
C  1.379  -1.104  0.949
N  2.487  -1.816  1.533
H  2.098  0.628  0.017
H  2.116  -0.724  -0.940
H  0.909  -0.484  1.710
H  0.646  -1.825  0.582
H  2.974  -2.370  0.836
H  3.195  -1.182  1.884
C  -1.325  2.331  -0.023
C  -1.794  0.877  0.009
C  -1.529  -0.959  -1.559
N  -0.952  0.033  -0.820
H  -0.484  2.627  0.602
H  -1.096  2.592  -1.058
H  -2.183  2.941  0.266
H  -1.866  0.468  1.021
H  -2.758  0.889  -0.502
H  -0.931  -1.641  -2.146
H  -2.590  -1.144  -1.499
H  0.094  0.091  -0.644

The spin multiplicity is 2. The value obtained for the energy above the lowest of the compared OMol25 structures with the same formula, charge and spin is 18.2 kJ/mol. For the HOMO energy (alpha / beta), the calculation gives -0.1877 / -0.3413 Eh. The energy is -8843.1665 eV. The frontier orbital gap (alpha / beta) comes out at 5.900 / 10.058 eV.

Atomic partial charges in e from the Löwdin method, atoms 1 to 5: N -0.02; C -0.35; N 0.00; H 0.09; H 0.09



11.
DFT (ωB97M-V with the def2-TZVPD basis set) results for a 2-piece molecular cluster, C4H14N3 overall at a distorted geometry.

Positions of all 21 atoms, in Å:
C  1.383  -1.686  1.131
C  -0.709  -0.522  1.257
N  -0.001  -1.505  0.621
N  -0.248  0.212  2.301
N  -1.859  -0.074  0.666
H  -0.736  -2.189  0.534
H  0.775  0.140  2.657
H  -0.395  1.227  2.382
H  -2.271  -0.490  -0.144
H  -2.467  0.619  1.011
H  1.603  -1.742  2.279
H  2.281  -1.343  0.550
H  1.353  -2.745  0.856
C  -0.399  0.679  -2.216
C  0.660  1.721  -1.788
H  -1.350  1.355  -2.169
H  -0.149  0.360  -3.303
H  -0.421  -0.223  -1.594
H  1.523  1.228  -1.302
H  0.195  2.614  -1.218
H  1.231  2.364  -2.510

The value obtained for the energy above the lowest of the compared OMol25 structures with the same formula, charge and spin is 249.5 kJ/mol. For the HOMO energy, the calculation gives -0.5193 Eh. The energy is -8837.4371 eV. The frontier orbital gap comes out at 10.687 eV. Its charge is +1.

Atomic partial charges in e from the Löwdin method, atoms 1 to 5: C -0.06; C -0.39; N 0.04; N 0.18; N 0.21



12.
DFT (ωB97M-V with the def2-TZVPD basis set) results for a 2-piece molecular cluster, C4H14N3 overall at a distorted geometry.

Positions of all 21 atoms, in Å:
C  -0.638  0.172  2.016
C  0.922  0.596  0.122
N  -0.132  1.017  0.825
N  2.100  0.312  0.800
N  1.185  1.030  -1.120
H  -0.976  1.379  0.093
H  2.059  0.110  1.776
H  3.006  0.435  0.495
H  0.555  1.496  -1.762
H  2.156  0.867  -1.400
H  -1.414  0.715  2.531
H  0.189  0.017  2.734
H  -1.153  -0.737  1.686
C  -1.041  -1.802  -0.820
C  -2.078  -0.987  -1.634
H  -1.485  -2.265  -0.004
H  -0.568  -2.661  -1.420
H  -0.319  -1.248  -0.546
H  -2.281  -1.648  -2.514
H  -1.695  -0.043  -2.178
H  -3.134  -0.805  -1.133

The value obtained for the energy above the lowest of the compared OMol25 structures with the same formula, charge and spin is 235.9 kJ/mol. For the HOMO energy, the calculation gives -0.5467 Eh. The energy is -8837.5775 eV. The frontier orbital gap comes out at 11.263 eV. Its charge is +1.

Atomic partial charges in e from the Löwdin method, atoms 1 to 5: C 0.00; C -0.44; N 0.04; N 0.20; N 0.20



- Which value of energy does entry 5 give?
  -11447.9256 eV